C3H3O2 | ωB97M-V/def2-TZVPD

- Kohn-Sham gap (spin up / spin down) (eV) = 8.84 / 7.56
- ΔE to the lowest compared entry with this formula, charge and spin (kcal per mole) = 47.5
- spin multiplicity = 3
- net charge = +1
- highest occupied orbital energy (spin up / spin down) (eV) = -15.103 / -17.069
- expectation value of S² = 2.01
- LUMO level (spin up / spin down) (eV) = -6.2651 / -9.5129
- strongest force on any atom (hartree/bohr) = 0.05632

Last column: Löwdin charge in e.
Atoms and positions in Å:
O  0.729  -0.606  -0.421  0.19
C  -0.611  -0.871  -0.408  0.03
C  0.846  0.626  -0.009  0.12
H  3.243  1.205  -0.603  0.12
O  -0.297  1.142  0.331  0.21
H  -2.260  0.411  0.020  0.17
C  -1.216  0.193  0.041  0.01
H  -1.087  -1.718  -0.766  0.15